(1)
The molecule C19H15N3O3S3 in a non-equilibrium geometry, computed with the ωB97M-V functional and the def2-TZVPD basis.

**HOMO**: -0.3207 Eh
**SMILES**: Cc1cccc2sc(NC(=O)c3ccc(NS(=O)(=O)c4cccs4)cc3)nc12
**HOMO-LUMO gap**: 9.09 eV
**LUMO**: 0.01336 Eh
**Energy**: -63065.3257 eV
**Molecular weight**: 429.55 g/mol
**Total charge**: 0

Geometry (Å):
C  -1.006  1.638  -1.911
C  -1.577  1.679  -0.532
C  -1.825  2.873  0.125
C  -2.397  2.915  1.391
C  -2.757  1.755  2.051
C  -2.512  0.553  1.415
S  -2.878  -1.060  1.963
C  -2.196  -1.663  0.425
N  -2.183  -3.014  0.207
C  -1.184  -3.801  -0.350
O  -1.329  -4.997  -0.395
C  0.047  -3.060  -0.727
C  1.198  -3.318  0.010
C  2.320  -2.529  -0.155
C  2.298  -1.474  -1.065
N  3.360  -0.572  -1.138
S  3.087  1.076  -1.153
O  2.340  1.440  -2.315
O  4.363  1.678  -0.933
C  2.063  1.409  0.268
C  1.490  0.591  1.192
C  0.781  1.313  2.177
C  0.834  2.656  1.975
S  1.745  3.068  0.578
C  1.192  -1.300  -1.892
C  0.070  -2.086  -1.719
N  -1.759  -0.762  -0.364
C  -1.913  0.500  0.138
H  0.082  1.691  -1.890
H  -1.367  2.483  -2.494
H  -1.288  0.711  -2.400
H  -1.575  3.800  -0.371
H  -2.579  3.869  1.861
H  -3.220  1.781  3.025
H  -2.926  -3.547  0.646
H  1.196  -4.115  0.739
H  3.203  -2.707  0.442
H  4.165  -0.798  -0.573
H  1.561  -0.481  1.176
H  0.262  0.848  2.994
H  0.388  3.428  2.568
H  1.215  -0.522  -2.635
H  -0.789  -1.947  -2.354

---

(2)
The molecule C16H31NO2, computed with the ωB97M-V functional and the def2-TZVPD basis.

**Relative energy (zero: lowest compared OMol25 entry of this formula, charge and spin)**: 77.4 kJ/mol
**HOMO**: -0.3145 Eh
**SMILES**: CC(C)CCC[C@@H](C)CCOC(=O)CN1CCCC1
**HOMO-LUMO gap**: 9.46 eV
**LUMO**: 0.03328 Eh
**Energy**: -22680.6634 eV
**Molecular weight**: 269.43 g/mol
**Total charge**: 0

Geometry (Å):
C  3.264  -2.364  -2.078
C  2.460  -1.199  -1.504
C  3.243  -0.544  -0.367
C  1.083  -1.655  -1.002
C  0.100  -1.930  -2.138
C  -1.231  -2.526  -1.678
C  -2.051  -1.603  -0.758
C  -3.517  -1.587  -1.191
C  -1.931  -2.040  0.709
C  -2.299  -0.932  1.693
O  -1.371  0.150  1.601
C  -0.343  0.146  2.441
O  -0.167  -0.678  3.302
C  0.608  1.309  2.212
N  0.171  2.240  1.208
C  -1.008  3.029  1.566
C  -0.748  4.452  1.054
C  0.423  4.271  0.090
C  1.209  3.155  0.763
H  2.740  -2.836  -2.904
H  3.442  -3.113  -1.309
H  4.227  -2.015  -2.444
H  2.311  -0.454  -2.294
H  2.727  0.345  -0.013
H  4.236  -0.252  -0.703
H  3.352  -1.236  0.466
H  1.209  -2.559  -0.400
H  0.671  -0.876  -0.358
H  0.552  -2.625  -2.848
H  -0.094  -0.996  -2.672
H  -1.045  -3.476  -1.172
H  -1.818  -2.750  -2.571
H  -1.659  -0.584  -0.840
H  -4.111  -0.941  -0.549
H  -3.607  -1.221  -2.211
H  -3.936  -2.591  -1.148
H  -0.905  -2.343  0.924
H  -2.581  -2.898  0.893
H  -2.290  -1.319  2.717
H  -3.276  -0.502  1.468
H  1.559  0.868  1.897
H  0.782  1.778  3.201
H  -1.181  3.023  2.651
H  -1.881  2.584  1.083
H  -1.624  4.883  0.573
H  -0.453  5.104  1.877
H  1.009  5.178  -0.044
H  0.063  3.930  -0.880
H  1.798  3.558  1.606
H  1.889  2.642  0.080

---

(3)
A cluster of 15 separate species, C7H42O14 in total in a non-equilibrium geometry, computed with the ωB97M-V functional and the def2-TZVPD basis.

**Relative energy (zero: lowest compared OMol25 entry of this formula, charge and spin)**: 366.8 kJ/mol
**HOMO**: -0.3286 Eh
**HOMO-LUMO gap**: 9.01 eV
**LUMO**: 0.00239 Eh
**Energy**: -36604.4676 eV
**Molecular weight**: 350.40 g/mol
**Total charge**: 0

Geometry (Å):
C  -2.266  -0.220  -3.490
C  -0.758  -0.533  -3.333
C  -0.217  -0.226  -1.935
C  -0.346  -1.378  -0.923
C  2.167  -0.188  1.894
C  1.502  -0.469  0.578
C  0.305  -1.030  0.389
H  -2.586  0.559  -2.802
H  -2.351  0.281  -4.452
H  -2.905  -1.095  -3.526
H  -0.433  -1.515  -3.670
H  -0.293  0.198  -4.001
H  -0.838  0.505  -1.397
H  0.799  0.154  -1.860
H  -1.324  -1.848  -0.814
H  0.079  -2.290  -1.402
H  3.091  0.349  1.657
H  2.415  -1.124  2.388
H  1.609  0.420  2.585
H  2.197  -0.405  -0.248
H  -0.308  -0.977  1.266
H  0.250  -4.071  2.466
H  1.449  -3.193  1.985
O  0.530  -3.169  2.294
H  -2.782  1.168  0.622
H  -3.674  1.967  1.664
O  -3.316  1.964  0.774
H  1.587  3.116  2.944
H  0.337  3.177  2.129
O  1.088  2.563  2.329
H  -3.015  3.769  -0.826
H  -1.869  2.998  -1.334
O  -2.049  3.782  -0.797
H  -4.336  -0.231  0.064
H  -3.139  -1.166  -0.081
O  -3.431  -0.258  -0.262
H  -1.381  2.544  3.278
H  -2.314  3.511  2.592
O  -2.317  2.716  3.144
H  3.045  1.216  -1.707
H  3.838  0.627  -2.883
O  3.264  0.367  -2.154
H  0.082  -1.358  4.136
H  0.104  0.005  3.314
O  -0.134  -0.423  4.135
H  -1.934  -3.003  1.797
H  -1.717  -1.475  1.760
O  -2.333  -2.169  1.535
H  1.828  -3.953  -1.991
H  0.901  -3.234  -2.993
O  1.015  -4.051  -2.509
H  3.330  -3.298  0.256
H  3.746  -2.022  1.000
O  3.216  -2.818  1.084
H  1.791  -1.760  -2.108
H  3.195  -1.429  -1.798
O  2.633  -2.212  -1.945
H  -0.514  4.976  1.081
H  -1.384  3.646  0.771
O  -0.876  4.168  1.447
H  2.312  3.237  -0.547
H  1.408  2.111  -0.462
O  2.028  2.499  -1.106

---

(4)
The molecule CH5O2P in a non-equilibrium geometry, computed with the ωB97M-V functional and the def2-TZVPD basis.

**Relative energy (zero: lowest compared OMol25 entry of this formula, charge and spin)**: 216.0 kJ/mol
**HOMO**: -0.3715 Eh
**SMILES**: OC(O)P
**HOMO-LUMO gap**: 10.77 eV
**LUMO**: 0.02439 Eh
**Energy**: -14499.4950 eV
**Molecular weight**: 80.02 g/mol
**Total charge**: 0

Geometry (Å):
O  -0.620  0.562  -1.392
C  -0.300  0.300  -0.079
O  -0.602  -1.425  0.152
P  1.554  0.294  0.380
H  -0.431  -0.151  -1.984
H  -1.006  0.782  0.632
H  -1.336  -1.523  -0.481
H  1.090  -0.409  1.583
H  1.651  1.571  1.190

---

Repeat the first record exactly.
The molecule C19H15N3O3S3 in a non-equilibrium geometry, computed with the ωB97M-V functional and the def2-TZVPD basis.

**HOMO**: -0.3207 Eh
**SMILES**: Cc1cccc2sc(NC(=O)c3ccc(NS(=O)(=O)c4cccs4)cc3)nc12
**HOMO-LUMO gap**: 9.09 eV
**LUMO**: 0.01336 Eh
**Energy**: -63065.3257 eV
**Molecular weight**: 429.55 g/mol
**Total charge**: 0

Geometry (Å):
C  -1.006  1.638  -1.911
C  -1.577  1.679  -0.532
C  -1.825  2.873  0.125
C  -2.397  2.915  1.391
C  -2.757  1.755  2.051
C  -2.512  0.553  1.415
S  -2.878  -1.060  1.963
C  -2.196  -1.663  0.425
N  -2.183  -3.014  0.207
C  -1.184  -3.801  -0.350
O  -1.329  -4.997  -0.395
C  0.047  -3.060  -0.727
C  1.198  -3.318  0.010
C  2.320  -2.529  -0.155
C  2.298  -1.474  -1.065
N  3.360  -0.572  -1.138
S  3.087  1.076  -1.153
O  2.340  1.440  -2.315
O  4.363  1.678  -0.933
C  2.063  1.409  0.268
C  1.490  0.591  1.192
C  0.781  1.313  2.177
C  0.834  2.656  1.975
S  1.745  3.068  0.578
C  1.192  -1.300  -1.892
C  0.070  -2.086  -1.719
N  -1.759  -0.762  -0.364
C  -1.913  0.500  0.138
H  0.082  1.691  -1.890
H  -1.367  2.483  -2.494
H  -1.288  0.711  -2.400
H  -1.575  3.800  -0.371
H  -2.579  3.869  1.861
H  -3.220  1.781  3.025
H  -2.926  -3.547  0.646
H  1.196  -4.115  0.739
H  3.203  -2.707  0.442
H  4.165  -0.798  -0.573
H  1.561  -0.481  1.176
H  0.262  0.848  2.994
H  0.388  3.428  2.568
H  1.215  -0.522  -2.635
H  -0.789  -1.947  -2.354

---

Question: Which of these has the lowest LUMO?
Answer: C7H42O14